Entry 1:
Entry from the OMol25 dataset: C8H12N3 as an isolated structure (ωB97M-V/def2-TZVPD).

Positions of all 23 atoms, in Å:
C1 3.36740 0.14920 -0.41256
C2 2.81407 -1.12395 -0.53027
C3 2.59094 1.23082 -0.00216
C4 1.48525 -1.33004 -0.23499
C5 1.25971 1.05160 0.29522
C6 0.68920 -0.23547 0.17210
C7 -0.66920 -0.40964 0.39661
C8 -2.64920 0.92172 -0.31278
N1 -1.82079 0.19851 0.69497
N2 -2.95074 0.00672 -1.36610
N3 -1.68560 -1.27420 0.48393
H1 4.41465 0.29748 -0.63350
H2 3.42857 -1.95047 -0.85330
H3 3.03345 2.21132 0.08423
H4 1.04133 -2.31067 -0.31548
H5 0.64584 1.87042 0.63900
H6 -0.03394 -0.52452 3.16099
H7 -2.07718 1.79976 -0.62842
H8 -3.53775 1.23589 0.23671
H9 -3.93326 -0.18855 -1.49217
H10 -0.76047 -0.25742 3.26042
H11 -2.15630 -1.55703 -0.39334
H12 -2.49599 0.18852 -2.24910

The calculation puts the gap between HOMO and LUMO at 8.73 eV. Its HOMO energy is -14.0354 eV. As for the net charge: +1. The calculation puts the lowest unoccupied orbital energy at -5.31 eV. The energy above the lowest of the compared OMol25 structures with the same formula, charge and spin is 96.71 kcal per mole.

Here are the Mulliken charges for atoms 1 to 5, given in e: -0.271 -0.672 -0.675 -0.337 -0.404



Entry 2:
Entry from the OMol25 dataset: an isolated ion of composition C8H12N3OS2 and charge +1 (ωB97M-V/def2-TZVPD).

Positions of all 26 atoms, in Å:
C1 1.68778 -1.17572 -0.60332
C2 0.82462 -0.24817 -0.13362
C3 2.89041 0.28279 0.45089
C4 4.29025 -1.15599 -0.65211
C5 5.22819 -0.25989 -0.29246
C6 -1.88372 0.31899 1.42591
C7 -3.87666 0.96520 0.47977
C8 -3.10296 0.85700 -0.88559
N1 3.01281 -0.77534 -0.28944
N2 1.63431 0.65153 0.59262
N3 -3.24561 -0.05992 1.27200
O1 -1.56271 -1.05092 -1.10145
S1 4.47027 1.05049 0.63655
S2 -1.26465 0.42943 -0.50693
H1 1.67125 -2.07319 -1.14538
H2 4.48019 -2.03816 -1.15107
H3 6.18072 -0.15272 -0.62193
H4 -1.19672 -0.47883 1.78543
H5 -1.97597 1.37957 1.78247
H6 -4.90503 0.80908 0.24530
H7 -3.62060 1.87623 0.97973
H8 -3.35569 1.81497 -1.37832
H9 -3.50266 -0.01978 -1.39558
H10 1.49583 1.66406 0.87837
H11 -3.45274 -0.92798 0.92255
H12 -0.92091 -1.68273 -1.29440

The calculation puts the gap between HOMO and LUMO at 9.01 eV. Its HOMO energy is -11.6949 eV. As for the net charge: +1. The calculation puts the lowest unoccupied orbital energy at -2.68 eV. The energy above the lowest of the compared OMol25 structures with the same formula, charge and spin is 45.03 kcal per mole.

Here are the Mulliken charges for atoms 1 to 5, given in e: -0.384 -0.500 0.057 -0.252 -0.433



Entry 3:
Entry from the OMol25 dataset: a 2-piece molecular cluster, C8H12N4 overall (ωB97M-V/def2-TZVPD).

Positions of all 24 atoms, in Å:
C1 -1.04810 1.27168 -2.99314
C2 -0.09185 1.54152 -1.88118
C3 -0.51868 1.93698 -0.64009
N1 0.61479 2.03470 0.16872
C4 1.67032 1.72740 -0.71693
N2 1.26644 1.46463 -1.92959
H1 -2.08793 1.11282 -2.70904
H2 -0.69813 0.38861 -3.54926
H3 -1.00474 2.06784 -3.74777
H4 -1.53705 1.95161 -0.27804
H5 0.81176 2.89298 0.66834
H6 2.67910 1.93904 -0.40305
C5 -1.82208 -2.24565 1.48039
C6 -0.41357 -1.86510 1.34335
C7 0.24578 -0.90114 2.10066
N3 1.61705 -1.02335 1.77847
C8 1.68113 -2.04205 0.88043
N4 0.51240 -2.54023 0.63845
H7 -2.49567 -1.38227 1.53920
H8 -1.98835 -2.75419 2.44520
H9 -2.12042 -2.96959 0.72082
H10 -0.12162 -0.14641 2.78023
H11 2.23563 -0.25332 1.95388
H12 2.61380 -2.20649 0.34998

The calculation puts the gap between HOMO and LUMO at 8.99 eV. Its HOMO energy is -8.3105 eV. As for the net charge: 0. The calculation puts the lowest unoccupied orbital energy at 0.68 eV. The energy above the lowest of the compared OMol25 structures with the same formula, charge and spin is 26.49 kcal per mole. Its SMILES is Cc1c[nH]cn1.Cc1c[nH]cn1.

Here are the Mulliken charges for atoms 1 to 5, given in e: -1.115 0.642 -0.515 -0.145 -0.211



Entry 4:
Entry from the OMol25 dataset: C8H12N4O4SZn as an isolated structure (ωB97M-V/def2-TZVPD).

Positions of all 30 atoms, in Å:
Zn1 -0.12244 -0.38930 0.32848
S1 -0.66223 -1.00475 2.76609
O1 -0.60911 -2.38284 3.21536
O2 -1.56045 -0.86887 1.54719
O3 -1.03513 -0.07847 3.80806
O4 0.62976 -0.62613 2.13251
C1 -3.36467 -0.30346 -3.19116
C2 -2.29200 -0.18133 -2.19883
N1 -1.46490 -0.10437 -1.41271
H1 -4.30286 -0.20692 -2.64769
H2 -3.35850 -1.26033 -3.70800
H3 -3.20559 0.47918 -3.93126
C3 -0.90083 3.78440 2.48048
C4 -0.71636 2.70061 1.51912
N2 -0.53119 1.85330 0.77333
H4 -1.84175 3.73136 3.01627
H5 -0.82355 4.70226 1.89384
H6 -0.04056 3.75715 3.14792
C5 3.83941 1.85014 0.25883
C6 2.66418 1.07885 -0.15997
N3 1.75380 0.44891 -0.45323
H7 4.76580 1.31796 0.06282
H8 3.69040 2.10426 1.30658
H9 3.87730 2.77553 -0.31737
C7 1.02390 -4.21695 -2.03184
C8 0.81559 -3.16727 -1.05200
N4 0.62633 -2.32367 -0.29908
H10 0.08486 -4.76057 -2.14650
H11 1.76972 -4.94598 -1.72317
H12 1.29105 -3.76269 -2.98409

The calculation puts the gap between HOMO and LUMO at 7.04 eV. Its HOMO energy is -7.0797 eV. As for the net charge: 0. The calculation puts the lowest unoccupied orbital energy at -0.04 eV. The energy above the lowest of the compared OMol25 structures with the same formula, charge and spin is 0.00 kcal per mole.

Here are the Mulliken charges for atoms 1 to 5, given in e: 0.609 1.283 -0.700 -0.686 -0.681



Entry 5:
Entry from the OMol25 dataset: C8H12N5PS as an isolated structure (ωB97M-V/def2-TZVPD).

Positions of all 27 atoms, in Å:
C1 -3.84559 -0.23624 0.27925
C2 2.93997 -2.36608 -0.79431
C3 -2.69623 0.28773 0.86063
C4 2.52875 -1.09889 -0.62896
C5 -2.19553 -1.42532 -0.33188
C6 1.01804 -2.46833 0.23253
C7 0.30752 2.74114 0.77266
C8 0.79616 1.69957 -1.36428
N1 -3.45634 -1.26645 -0.54186
N2 1.97374 -3.15099 -0.19377
N3 -1.67588 -0.43257 0.41313
N4 1.25357 -1.08991 0.03563
N5 0.84962 1.46231 0.13640
P1 0.43750 0.08106 0.97262
S1 0.38884 0.00896 2.87676
H1 -4.87075 0.00578 0.46657
H2 3.85338 -2.78384 -1.23524
H3 -2.56011 1.27722 1.48772
H4 3.16943 -0.24001 -0.83833
H5 -1.40736 -1.97442 -0.96992
H6 0.13077 -2.94692 0.61730
H7 0.90165 3.56813 0.38085
H8 -0.79080 2.93121 0.57575
H9 0.34098 2.51858 1.74715
H10 1.10327 2.67491 -1.56113
H11 1.65450 0.97370 -1.78134
H12 -0.14911 1.24964 -1.61393

The calculation puts the gap between HOMO and LUMO (alpha / beta) at 6.35 / 4.59 eV. Its HOMO energy (alpha / beta) is -5.7096 / -8.7833 eV. As for the net charge: 0. The spin multiplicity is 3. Its expectation value of S² is 2.02. The calculation puts the lowest unoccupied orbital energy (alpha / beta) at 0.64 / -4.20 eV. The energy above the lowest of the compared OMol25 structures with the same formula, charge and spin is 36.33 kcal per mole.

Here are the Mulliken charges for atoms 1 to 5, given in e: -0.524 -0.493 -0.094 -0.232 -0.145



Entry 6:
Entry from the OMol25 dataset: one molecule with the formula C8H12N6 (ωB97M-V/def2-TZVPD).

Positions of all 26 atoms, in Å:
C1 -3.14310 0.63436 -1.06074
C2 -1.85039 1.14470 -1.15669
C3 1.44684 2.32870 -0.55124
C4 -0.22661 1.67064 0.62868
C5 1.69051 -1.72751 -1.23684
C6 -0.31384 -1.28759 1.71015
C7 1.78666 -1.64894 0.32020
C8 0.68589 -0.74824 0.80530
N1 -3.44012 0.40032 0.27907
N2 -1.44574 1.16714 0.13576
N3 0.28347 2.74658 -0.09652
N4 1.85068 1.06118 -0.18757
N5 0.83467 0.55340 0.43611
N6 -2.38719 0.80068 0.99340
H1 -3.89119 0.49921 -1.75405
H2 -1.24139 1.08663 -2.05011
H3 2.16036 2.81200 -1.12394
H4 -0.35394 1.97216 1.66123
H5 2.03153 -0.72305 -1.62470
H6 2.30270 -2.42004 -1.81827
H7 0.79886 -1.92916 -1.78096
H8 -0.83904 -0.60555 2.49008
H9 -1.08301 -1.74580 1.19346
H10 0.20672 -2.08695 2.19616
H11 1.42503 -2.59599 0.83503
H12 2.71162 -1.35887 0.75703

The calculation puts the gap between HOMO and LUMO (alpha / beta) at 8.09 / 8.10 eV. Its HOMO energy (alpha / beta) is -7.9033 / -7.9042 eV. As for the net charge: 0. The calculation puts the lowest unoccupied orbital energy (alpha / beta) at 0.19 / 0.19 eV. The energy above the lowest of the compared OMol25 structures with the same formula, charge and spin is 72.21 kcal per mole.

Here are the Mulliken charges for atoms 1 to 5, given in e: -0.598 0.082 -0.188 -0.125 -1.107



Entry 7:
Entry from the OMol25 dataset: a 2-piece molecular cluster, C8H12NO overall (ωB97M-V/def2-TZVPD).

Positions of all 22 atoms, in Å:
C1 2.39836 -1.87491 0.27374
C2 -1.92665 -1.74101 -1.45461
C3 2.56143 -0.53890 0.13631
C4 1.56376 1.67474 0.05361
C5 1.43814 0.30921 0.02015
C6 -1.48204 -0.96687 -0.49095
C7 0.47880 2.58332 -0.20313
C8 -2.63232 -0.52037 1.39860
N1 -2.15172 -0.09702 0.27567
O1 -2.26932 1.15044 -0.03926
H1 3.13096 -2.57601 0.67094
H2 1.49103 -2.28324 -0.16087
H3 -2.85106 -1.62023 -1.97745
H4 -1.10127 -2.26352 -1.87455
H5 3.53176 -0.17340 0.17701
H6 2.54786 2.00102 0.25948
H7 0.22362 3.31637 0.72443
H8 0.66570 3.06808 -1.10953
H9 -0.55688 2.11085 -0.20590
H10 -3.11817 0.29852 2.00071
H11 -2.51484 -1.46889 1.70602
H12 0.57287 -0.38818 -0.18041

The calculation puts the gap between HOMO and LUMO at 6.38 eV. Its HOMO energy is -2.6005 eV. As for the net charge: -1. The calculation puts the lowest unoccupied orbital energy at 3.78 eV. The energy above the lowest of the compared OMol25 structures with the same formula, charge and spin is 70.44 kcal per mole.

Here are the Mulliken charges for atoms 1 to 5, given in e: -0.647 -0.677 -0.482 -0.361 0.854



Entry 8:
Entry from the OMol25 dataset: an isolated ion of composition C8H12NO and charge +1 (ωB97M-V/def2-TZVPD).

Positions of all 22 atoms, in Å:
C1 -0.59731 -1.37477 -0.55896
C2 -1.83371 -1.01365 -0.19116
C3 0.36340 -0.64112 -1.34071
C4 -0.32625 1.44138 -0.38747
C5 -2.48676 0.32858 -0.32339
C6 -1.64729 1.55932 0.13669
C7 1.91057 1.11858 -0.63758
C8 1.81986 -0.85814 0.78093
N1 1.66170 -0.35151 -0.60228
O1 0.83191 1.81299 0.01822
H1 -0.29793 -2.39508 -0.32702
H2 -2.44260 -1.76554 0.29109
H3 -2.75318 0.47044 -1.37313
H4 -3.40353 0.32504 0.26655
H5 -1.64680 1.66661 1.22897
H6 -2.13454 2.46024 -0.25143
H7 2.81974 1.37655 -0.08740
H8 1.97664 1.45544 -1.67834
H9 1.53479 -1.90560 0.82344
H10 2.85178 -0.75516 1.10723
H11 1.17869 -0.28704 1.45060
H12 2.37971 -0.78184 -1.19673

The calculation puts the gap between HOMO and LUMO (alpha / beta) at 7.31 / 7.31 eV. Its HOMO energy (alpha / beta) is -11.9383 / -11.9384 eV. As for the net charge: +1. The calculation puts the lowest unoccupied orbital energy (alpha / beta) at -4.63 / -4.63 eV. The energy above the lowest of the compared OMol25 structures with the same formula, charge and spin is 133.81 kcal per mole.

Here are the Mulliken charges for atoms 1 to 5, given in e: -0.299 -0.449 -0.449 0.185 -0.663